ORCA calculation (the ωB97M-V functional and the def2-TZVPD basis) on one molecule with the formula C22H26O6.

Structure (XYZ):
```
54
Properties=species:S:1:pos:R:3:mulliken_charge:R:1
C 4.15555 -2.20771 -3.70012 -1.317
C 2.91777 -1.42334 -3.29009 -0.219
O 3.24608 -0.07432 -2.95900 -0.206
C 3.28189 0.81450 -3.95626 0.510
O 3.04232 0.54799 -5.10588 -0.604
C 3.60319 2.19349 -3.43497 -0.546
C 2.30271 2.91790 -3.03492 -1.532
C 1.58202 2.16769 -1.95129 0.417
C 0.53164 1.32623 -2.13063 1.517
C -0.06074 1.02444 -3.47271 -2.367
C -0.05716 0.68760 -0.97479 0.645
C -1.17342 -0.15152 -1.03053 -1.076
C -1.69565 -0.72858 0.10409 -1.222
C -1.11160 -0.49283 1.34946 1.113
O -1.53492 -1.01550 2.52877 -0.415
C -2.70523 -1.81178 2.58245 0.253
C -3.98035 -0.95014 2.55832 -0.810
C -3.96679 0.02870 3.72935 -0.503
C -3.87748 -0.71464 5.05714 -0.732
C -2.62804 -1.60604 5.09305 -0.534
C -2.68944 -2.54601 3.92566 -0.081
O -2.79524 -3.74077 4.00163 -0.581
C 0.00949 0.33779 1.44735 0.708
C 0.63476 0.58865 2.78457 -1.446
C 0.51620 0.92138 0.28666 0.429
O 1.58987 1.73303 0.42866 -0.635
C 2.15339 2.38365 -0.62409 0.303
O 3.09762 3.10328 -0.39465 -0.691
H 4.57898 -1.78221 -4.60669 0.327
H 4.90185 -2.17094 -2.91044 0.302
H 3.88684 -3.24315 -3.88874 0.408
H 2.18738 -1.41911 -4.10618 0.331
H 2.46696 -1.83892 -2.38585 0.334
H 4.10484 2.75990 -4.21913 0.392
H 4.24483 2.11372 -2.55852 0.406
H 2.58279 3.89504 -2.63648 0.421
H 1.67395 3.06385 -3.91178 0.471
H -1.05388 1.46708 -3.54935 0.515
H -0.15856 -0.05193 -3.60085 0.422
H 0.55147 1.40220 -4.28372 0.356
H -1.65081 -0.34950 -1.97587 0.460
H -2.55923 -1.36703 0.00989 0.354
H -2.71329 -2.55714 1.77666 0.451
H -4.03748 -0.40261 1.61550 0.410
H -4.84542 -1.61269 2.62623 0.456
H -3.10802 0.69503 3.62569 0.192
H -4.87189 0.63794 3.70460 0.372
H -3.83713 -0.00374 5.88393 0.359
H -4.76503 -1.33731 5.19126 0.325
H -2.57821 -2.17020 6.02445 0.380
H -1.73707 -0.98508 4.98881 0.220
H 1.55379 1.15397 2.67226 0.420
H -0.05116 1.14836 3.41942 0.245
H 0.84508 -0.35865 3.27766 0.294
```

Orbital gap = 8.6 eV
Lowest unoccupied orbital energy = 0.18 eV
Relative energy (zero: lowest compared OMol25 entry of this formula, charge and spin) = 1.9 kJ/mol
Calculated total energy = -35522.1220 eV
HOMO = -0.308 hartree
Maximum force = 0.950 eV/A
SMILES string = CCOC(=O)CCc1c(C)c2ccc(O[C@@H]3CCCCC3=O)c(C)c2oc1=O

***

ORCA calculation (the ωB97M-V functional and the def2-TZVPD basis) on a 2-piece molecular cluster, C4H11N3O2 overall at a distorted geometry.

Structure (XYZ):
```
20
Properties=species:S:1:pos:R:3:mulliken_charge:R:1
C -0.82227 -1.54034 2.12726 -1.024
N -0.51652 -1.22608 0.75643 -0.444
C 0.54297 -1.64417 0.21897 0.643
N 1.50722 -2.52550 0.68091 -0.411
N 0.86211 -1.28019 -1.08861 -0.363
H -0.00688 -1.73880 2.82695 0.334
H -1.48921 -2.40780 2.22550 0.293
H -1.31076 -0.70739 2.63432 0.291
H 2.40480 -2.54542 0.24342 0.192
H 1.29724 -3.11043 1.46151 0.187
H 1.48862 -1.82475 -1.65106 0.180
H 0.29768 -0.64331 -1.61983 0.149
C -0.36399 3.64975 -1.23030 -0.941
C -0.62512 2.13516 -1.52004 0.720
O -0.31471 1.32405 -2.33041 -0.570
O -1.01634 1.69541 -0.22091 -0.461
H 0.40492 3.63497 -0.46364 0.268
H -1.26281 3.99522 -0.72884 0.315
H -0.08023 4.03726 -2.21198 0.323
H -0.99672 0.72235 -0.10966 0.319
```

Orbital gap = 9.6 eV
Lowest unoccupied orbital energy = 0.86 eV
Relative energy (zero: lowest compared OMol25 entry of this formula, charge and spin) = 92.2 kJ/mol
Calculated total energy = -12891.8741 eV
HOMO = -0.322 hartree
Maximum force = 5.279 eV/A
SMILES string = CN=C(N)N.CC(=O)O

***

ORCA calculation (the ωB97M-V functional and the def2-TZVPD basis) on one molecule with the formula C6H7Br at a distorted geometry.

Structure (XYZ):
```
14
Properties=species:S:1:pos:R:3:mulliken_charge:R:1
C -1.03177 -2.90197 -0.22671 0.080
C -0.35389 -1.86844 -0.12880 -0.585
C 0.24346 -0.59719 -0.06070 0.383
C 1.79047 -0.49310 0.09068 -1.065
C -0.79121 0.70055 -0.05884 0.169
C -0.50946 2.13662 0.15980 -1.143
Br -2.61315 0.38122 0.04392 -0.117
H -1.59051 -3.83952 -0.44378 0.384
H 2.18739 -0.19648 1.08815 0.289
H 2.13610 0.47168 -0.52010 0.250
H 2.15178 -1.34452 -0.48065 0.356
H -1.33745 2.55055 -0.36803 0.388
H 0.40909 2.58890 -0.29691 0.308
H -0.69085 2.41168 1.20196 0.302
```

Orbital gap (alpha / beta) = 7.9 / 7.7 eV
Lowest unoccupied orbital energy (alpha / beta) = 0.04 / -0.13 eV
Relative energy (zero: lowest compared OMol25 entry of this formula, charge and spin) = 320.6 kJ/mol
Calculated total energy = -76373.1473 eV
HOMO (alpha / beta) = -0.288 / -0.287 hartree
Maximum force = 7.808 eV/A
SMILES string = C#C/C(C)=C(/C)Br

***

ORCA calculation (the ωB97M-V functional and the def2-TZVPD basis) on a 5-piece molecular cluster, C31H36N2O4PS overall.

Structure (XYZ):
```
75
Properties=species:S:1:pos:R:3:mulliken_charge:R:1
C 3.85162 -3.02906 0.42735 -1.438
C 3.48088 -1.72612 1.08701 1.001
O 3.00719 -1.65048 2.19062 -0.559
O 3.72413 -0.57511 0.39232 -0.397
C 3.44061 -0.56156 -1.00494 -0.846
C 1.93056 -0.36136 -1.26260 -0.168
C 1.15911 0.18883 -0.05179 -0.393
C -0.35007 -0.12940 -0.07982 -0.708
P -0.66065 -1.80598 0.40112 0.515
N -2.12607 -1.84214 1.13126 -0.231
C -2.69071 -2.86545 1.51297 0.591
S -3.47608 -4.07396 2.02202 -0.223
O -0.57525 -2.85552 -0.75980 -0.434
N -1.01697 -2.35507 -2.27931 0.468
O -0.58856 -3.05702 -3.01877 -0.088
H 3.14911 -3.26765 -0.37474 0.406
H 3.78185 -3.81384 1.17382 0.336
H 4.84966 -3.00827 -0.00612 0.421
H 4.01649 0.25062 -1.43943 0.379
H 3.79401 -1.47647 -1.47698 0.396
H 1.81243 0.36458 -2.06983 0.442
H 1.50595 -1.29437 -1.64781 -0.048
H 1.23006 1.27573 -0.06323 0.409
H 1.55988 -0.18840 0.88645 0.245
H -0.80711 0.08276 -1.04922 0.469
H -0.85063 0.46724 0.68918 0.335
H 0.31088 -2.21120 1.31773 0.089
C -1.81724 3.46124 -0.19189 0.176
C -3.17600 3.17904 -0.12734 -0.580
C -4.00697 3.95422 0.66934 -0.534
C -3.47867 5.01295 1.39509 -0.495
C -2.12108 5.29499 1.32899 -0.452
C -1.28774 4.51688 0.53764 -0.599
H -1.17373 2.85509 -0.82080 0.439
H -3.59031 2.35802 -0.70069 0.445
H -5.06564 3.73531 0.72128 0.450
H -4.12679 5.62129 2.01202 0.384
H -1.71230 6.12258 1.89334 0.381
H -0.22878 4.73679 0.48857 0.381
C 6.90668 -2.97711 2.27253 -0.242
C 6.33367 -3.32812 3.48702 -0.426
C 6.98086 -4.23293 4.31720 -0.393
C 8.19874 -4.77795 3.93405 -0.427
C 8.77023 -4.42288 2.71990 -0.333
C 8.12262 -3.52253 1.88543 -0.588
H 6.40856 -2.26399 1.62668 0.536
H 5.38722 -2.89474 3.78650 0.395
H 6.53792 -4.51076 5.26472 0.372
H 8.70492 -5.47942 4.58421 0.363
H 9.72111 -4.84677 2.42485 0.369
H 8.56668 -3.24641 0.93761 0.362
C 0.27044 3.06904 -5.00041 -0.516
C -0.35056 2.87573 -6.22691 -0.428
C -1.73471 2.92883 -6.32045 -0.361
C -2.49967 3.17847 -5.18915 -0.553
C -1.87968 3.37098 -3.96220 -0.209
C -0.49505 3.31551 -3.86825 -0.272
H 1.35053 3.03723 -4.93043 0.392
H 0.24455 2.69095 -7.11170 0.374
H -2.21738 2.77968 -7.27744 0.374
H -3.57826 3.22560 -5.26416 0.385
H -2.47377 3.57195 -3.07924 0.369
H -0.01133 3.47732 -2.91187 0.459
C -6.12024 -1.38353 1.10743 -0.046
C -7.47389 -1.07530 1.07644 -0.490
C -7.92982 0.10743 1.64003 -0.451
C -7.03489 0.98886 2.22973 -0.413
C -5.68186 0.68398 2.26335 -0.698
C -5.22639 -0.50518 1.70865 0.120
H -5.76964 -2.30830 0.66478 0.300
H -8.17389 -1.75579 0.60955 0.371
H -8.98545 0.34377 1.61778 0.375
H -7.39330 1.91245 2.66509 0.393
H -4.98301 1.36972 2.72534 0.426
H -4.16902 -0.72553 1.74031 0.149
```

Orbital gap = 5.7 eV
Lowest unoccupied orbital energy = -5.23 eV
Calculated total energy = -64016.2554 eV
HOMO = -0.403 hartree
Total charge = +1
Maximum force = 0.835 eV/A

***

ORCA calculation (the ωB97M-V functional and the def2-TZVPD basis) on a 3-piece molecular cluster, C25H52N2O6P overall at a distorted geometry.

Structure (XYZ):
```
86
Properties=species:S:1:pos:R:3:mulliken_charge:R:1
C -5.83662 -1.78360 -0.60395 -1.051
C -5.34653 -1.07896 0.64542 0.733
O -5.69371 -1.44147 1.76228 -0.576
O -4.58733 0.02306 0.42774 -0.268
C -3.28819 -0.25110 -0.18619 -0.698
C -2.13616 -0.02821 0.75874 -1.485
P -1.52108 -1.58804 1.73403 1.216
C -0.82734 -3.11657 2.66951 -0.815
C -1.44039 -3.52921 4.02090 -0.498
C -1.78646 -2.40940 4.95523 0.370
O -2.73073 -1.66819 4.90055 -0.491
O -0.88190 -2.30703 6.00941 -0.511
H -6.90382 -1.61755 -0.64088 0.319
H -5.35508 -1.39112 -1.48557 0.342
H -5.65248 -2.84016 -0.49090 0.290
H -3.28365 -1.25410 -0.60611 0.553
H -3.22233 0.45455 -1.01165 0.371
H -1.30749 0.44875 0.23991 0.579
H -2.46980 0.68582 1.50564 0.451
H -1.12800 -0.69310 2.84632 -0.195
H -2.86062 -1.78197 2.25687 -0.209
H -1.91362 -2.44596 0.55231 -0.331
H -0.18810 -1.43725 1.08993 -0.636
H -0.97734 -3.95811 1.99905 0.196
H 0.24510 -2.97166 2.75467 0.415
H -2.29884 -4.17747 3.91487 0.348
H -0.69172 -4.11979 4.54012 0.368
H -0.64783 -1.38163 6.08304 0.325
C 1.22208 5.46656 -0.82824 -1.796
C -0.08727 5.19454 -1.59831 1.777
C -0.84473 6.50391 -1.82191 -1.242
C -1.50630 7.04465 -0.55428 -0.531
C -2.38308 5.97633 0.10011 -1.275
C -1.64562 4.66265 0.35769 1.923
N -0.93701 4.20693 -0.87470 0.608
O -1.76632 3.65563 -1.69301 -0.607
C -0.66071 4.83123 1.52922 -1.843
C -2.62945 3.59303 0.81388 -1.986
C 0.33341 4.61374 -2.94318 -1.961
H 1.60098 4.55277 -0.37064 0.352
H 1.98854 5.83307 -1.51130 0.490
H 1.12166 6.22449 -0.05427 0.297
H -1.61851 6.34645 -2.57996 0.390
H -0.15559 7.24724 -2.23072 0.340
H -0.75059 7.40327 0.15030 0.303
H -2.11848 7.91312 -0.80848 0.387
H -2.78317 6.34884 1.04512 0.382
H -3.24449 5.78323 -0.54701 0.381
H -0.02811 3.94909 1.62886 0.358
H -1.21684 4.94452 2.45904 0.468
H -0.02092 5.70787 1.44955 0.336
H -3.44072 3.43986 0.10476 0.454
H -3.08488 3.88966 1.75856 0.449
H -2.13073 2.63797 0.96933 0.272
H 0.84755 3.66070 -2.81243 0.449
H 1.01536 5.30646 -3.43641 0.448
H -0.51398 4.45751 -3.60747 0.373
C 2.69680 -5.55857 -1.34952 -2.018
C 2.24721 -4.09300 -1.16361 2.154
C 2.23716 -3.37504 -2.51256 -1.312
C 3.63552 -3.05781 -3.04467 -0.509
C 4.45745 -2.30521 -1.99928 -1.267
C 4.50707 -3.01722 -0.64748 1.744
N 3.13801 -3.39052 -0.19270 0.391
O 2.54335 -2.35842 0.29769 -0.573
C 5.41899 -4.25535 -0.73656 -1.716
C 5.15566 -2.10478 0.38617 -1.963
C 0.82214 -4.16288 -0.61886 -2.078
H 3.02985 -5.98628 -0.40335 0.348
H 1.86124 -6.16096 -1.70353 0.499
H 3.49099 -5.68430 -2.08478 0.338
H 1.67794 -2.44003 -2.41408 0.407
H 1.69350 -3.98689 -3.23581 0.375
H 4.15074 -3.97471 -3.34702 0.302
H 3.54982 -2.44804 -3.94694 0.387
H 5.47785 -2.15560 -2.36171 0.366
H 4.02615 -1.30857 -1.86443 0.394
H 5.35014 -4.84976 0.17518 0.371
H 6.45708 -3.94036 -0.85023 0.453
H 5.20426 -4.90130 -1.58379 0.282
H 4.64303 -1.14913 0.46966 0.383
H 6.18667 -1.90400 0.09298 0.436
H 5.16535 -2.57496 1.37038 0.456
H 0.79802 -4.64648 0.35818 0.512
H 0.21097 -4.75375 -1.30191 0.421
H 0.33704 -3.19188 -0.52279 0.311
```

Orbital gap (alpha / beta) = 5.5 / 5.5 eV
Lowest unoccupied orbital energy (alpha / beta) = 2.37 / 2.36 eV
Relative energy (zero: lowest compared OMol25 entry of this formula, charge and spin) = 0.0 kJ/mol
2S+1 = 3
Calculated total energy = -51316.5928 eV
HOMO (alpha / beta) = -0.117 / -0.117 hartree
Total charge = -1
Maximum force = 2.156 eV/A

***

ORCA calculation (the ωB97M-V functional and the def2-TZVPD basis) on an isolated ion of composition C6H16N3 and charge +1 at a distorted geometry.

Structure (XYZ):
```
25
Properties=species:S:1:pos:R:3:mulliken_charge:R:1
C -1.01907 1.13829 2.07118 -0.960
N -0.36694 0.02615 1.41349 -0.311
C 1.10535 -0.02436 1.64819 -0.575
C 1.70003 0.56706 0.37595 -0.687
N 1.12585 -0.13433 -0.70552 0.159
C 1.73287 -1.36227 -1.04524 -0.996
C -0.15478 0.17720 -0.94892 0.201
N -0.94292 -0.43101 -1.88198 -0.213
C -2.33887 0.06215 -2.06366 -0.730
H -0.64026 1.45745 3.03056 0.348
H -0.82885 1.97169 1.43375 0.360
H -2.12958 0.93956 2.19390 0.308
H -0.75124 -0.78985 1.83655 0.235
H 1.38852 -1.09089 1.78171 0.364
H 1.29789 0.59070 2.51964 0.341
H 1.33148 1.65677 0.48361 0.284
H 2.83854 0.51967 0.28874 0.391
H 2.80482 -1.34514 -0.68732 0.328
H 1.24639 -2.31134 -0.66189 0.383
H 1.76288 -1.57074 -2.24208 0.329
H -0.50871 0.99168 -0.45445 0.305
H -0.76710 -1.33466 -2.19958 0.258
H -2.38919 1.16106 -2.17990 0.258
H -2.70589 -0.57156 -2.93053 0.294
H -2.79124 -0.29328 -1.07621 0.328
```

Orbital gap = 10.7 eV
Lowest unoccupied orbital energy = -2.77 eV
Relative energy (zero: lowest compared OMol25 entry of this formula, charge and spin) = 72.7 kJ/mol
Calculated total energy = -10944.0952 eV
HOMO = -0.496 hartree
Total charge = +1
Maximum force = 4.869 eV/A
SMILES string = CNCCN(C)/C=[NH+]/C

***

- maximum force of number 5 (C25H52N2O6P)?
  2.156 eV/A

***

- The highest calculated total energy belongs to which entry?
  C6H16N3

***

- Among the records above, which one has the lowest calculated total energy?
  C6H7Br

***

What did the first record say?
ORCA calculation (the ωB97M-V functional and the def2-TZVPD basis) on one molecule with the formula C22H26O6.

Structure (XYZ):
```
54
Properties=species:S:1:pos:R:3:mulliken_charge:R:1
C 4.15555 -2.20771 -3.70012 -1.317
C 2.91777 -1.42334 -3.29009 -0.219
O 3.24608 -0.07432 -2.95900 -0.206
C 3.28189 0.81450 -3.95626 0.510
O 3.04232 0.54799 -5.10588 -0.604
C 3.60319 2.19349 -3.43497 -0.546
C 2.30271 2.91790 -3.03492 -1.532
C 1.58202 2.16769 -1.95129 0.417
C 0.53164 1.32623 -2.13063 1.517
C -0.06074 1.02444 -3.47271 -2.367
C -0.05716 0.68760 -0.97479 0.645
C -1.17342 -0.15152 -1.03053 -1.076
C -1.69565 -0.72858 0.10409 -1.222
C -1.11160 -0.49283 1.34946 1.113
O -1.53492 -1.01550 2.52877 -0.415
C -2.70523 -1.81178 2.58245 0.253
C -3.98035 -0.95014 2.55832 -0.810
C -3.96679 0.02870 3.72935 -0.503
C -3.87748 -0.71464 5.05714 -0.732
C -2.62804 -1.60604 5.09305 -0.534
C -2.68944 -2.54601 3.92566 -0.081
O -2.79524 -3.74077 4.00163 -0.581
C 0.00949 0.33779 1.44735 0.708
C 0.63476 0.58865 2.78457 -1.446
C 0.51620 0.92138 0.28666 0.429
O 1.58987 1.73303 0.42866 -0.635
C 2.15339 2.38365 -0.62409 0.303
O 3.09762 3.10328 -0.39465 -0.691
H 4.57898 -1.78221 -4.60669 0.327
H 4.90185 -2.17094 -2.91044 0.302
H 3.88684 -3.24315 -3.88874 0.408
H 2.18738 -1.41911 -4.10618 0.331
H 2.46696 -1.83892 -2.38585 0.334
H 4.10484 2.75990 -4.21913 0.392
H 4.24483 2.11372 -2.55852 0.406
H 2.58279 3.89504 -2.63648 0.421
H 1.67395 3.06385 -3.91178 0.471
H -1.05388 1.46708 -3.54935 0.515
H -0.15856 -0.05193 -3.60085 0.422
H 0.55147 1.40220 -4.28372 0.356
H -1.65081 -0.34950 -1.97587 0.460
H -2.55923 -1.36703 0.00989 0.354
H -2.71329 -2.55714 1.77666 0.451
H -4.03748 -0.40261 1.61550 0.410
H -4.84542 -1.61269 2.62623 0.456
H -3.10802 0.69503 3.62569 0.192
H -4.87189 0.63794 3.70460 0.372
H -3.83713 -0.00374 5.88393 0.359
H -4.76503 -1.33731 5.19126 0.325
H -2.57821 -2.17020 6.02445 0.380
H -1.73707 -0.98508 4.98881 0.220
H 1.55379 1.15397 2.67226 0.420
H -0.05116 1.14836 3.41942 0.245
H 0.84508 -0.35865 3.27766 0.294
```

Orbital gap = 8.6 eV
Lowest unoccupied orbital energy = 0.18 eV
Relative energy (zero: lowest compared OMol25 entry of this formula, charge and spin) = 1.9 kJ/mol
Calculated total energy = -35522.1220 eV
HOMO = -0.308 hartree
Maximum force = 0.950 eV/A
SMILES string = CCOC(=O)CCc1c(C)c2ccc(O[C@@H]3CCCCC3=O)c(C)c2oc1=O